# 1
{
  "formula": "C32H29ClNO7S2",
  "method": "the ωB97M-V functional and the def2-TZVPD basis",
  "e_homo_ev": -2.904,
  "fmax_ev_per_a": 2.60,
  "orbital_gap_ev": 5.09,
  "total_charge": -1,
  "elements": ["C", "C", "O", "C", "C", "N", "C", "C", "C", "C", "C", "Cl", "C", "C", "O", "H", "H", "H", "H", "H", "H", "H", "H", "H", "H", "H", "C", "O", "C", "C", "C", "C", "C", "C", "S", "C", "C", "C", "C", "C", "C", "O", "O", "S", "C", "C", "C", "C", "C", "C", "O", "O", "C", "C", "H", "H", "H", "H", "H", "H", "H", "H", "H", "H", "H", "H", "H", "H", "H", "H", "H", "H"],
  "coordinates": [[-4.487, 2.117, 2.660], [-3.236, 2.560, 1.962], [-2.293, 1.440, 2.084], [-1.021, 1.786, 1.810], [-0.103, 0.617, 1.957], [0.995, 0.884, 2.557], [1.994, 0.406, 3.219], [3.199, 1.200, 3.386], [4.371, 0.681, 3.985], [5.562, 1.397, 3.921], [5.579, 2.666, 3.317], [7.055, 3.530, 3.202], [4.399, 3.235, 2.811], [3.212, 2.507, 2.857], [-0.624, 2.904, 1.528], [-5.195, 2.945, 2.709], [-4.956, 1.292, 2.116], [-4.262, 1.789, 3.680], [-3.401, 2.720, 0.893], [-2.802, 3.462, 2.415], [-0.524, -0.394, 1.830], [1.970, -0.600, 3.674], [4.320, -0.291, 4.478], [6.483, 0.985, 4.325], [4.421, 4.229, 2.376], [2.284, 2.932, 2.472], [4.483, -4.606, -0.304], [4.470, -3.304, 0.326], [3.585, -2.388, -0.148], [3.620, -1.085, 0.419], [2.611, -0.192, 0.133], [1.467, -0.586, -0.599], [0.259, 0.214, -0.557], [-0.999, -0.219, -0.890], [-2.151, 0.950, -1.572], [-1.401, 1.475, -3.104], [-0.792, 2.729, -3.178], [-0.147, 3.102, -4.358], [-0.138, 2.236, -5.456], [-0.776, 0.995, -5.377], [-1.424, 0.614, -4.201], [-3.369, 0.242, -1.893], [-2.175, 2.146, -0.760], [-1.442, -1.960, -0.912], [-3.211, -2.265, -0.804], [-3.831, -2.947, -1.851], [-5.194, -3.230, -1.777], [-5.923, -2.871, -0.640], [-5.286, -2.212, 0.419], [-3.928, -1.894, 0.334], [-1.148, -2.411, -2.270], [-0.809, -2.577, 0.236], [1.592, -1.767, -1.364], [2.604, -2.679, -1.124], [5.230, -5.168, 0.256], [3.504, -5.100, -0.231], [4.781, -4.528, -1.359], [4.433, -0.830, 1.100], [2.660, 0.829, 0.510], [0.398, 1.292, -0.458], [-0.828, 3.397, -2.318], [0.342, 4.073, -4.406], [0.366, 2.531, -6.378], [-0.780, 0.313, -6.227], [-1.940, -0.343, -4.123], [-3.253, -3.229, -2.729], [-5.669, -3.731, -2.621], [-6.988, -3.103, -0.582], [-5.844, -1.938, 1.315], [-3.419, -1.352, 1.131], [0.914, -1.982, -2.184], [2.606, -3.639, -1.649]]
}


# 2
{
  "formula": "C32H29CrN7O4PS2Se",
  "method": "the ωB97M-V functional and the def2-TZVPD basis",
  "e_homo_ev": [-8.408, -8.423],
  "fmax_ev_per_a": 1.70,
  "orbital_gap_ev": [4.98, 5.18],
  "spin_multiplicity": 5,
  "s2": 6.08,
  "total_charge": 1,
  "relative_energy_kcal_mol": 72.3,
  "elements": ["Cr", "O", "S", "O", "O", "C", "C", "C", "C", "C", "C", "P", "C", "C", "C", "C", "C", "C", "C", "C", "C", "C", "C", "C", "H", "H", "H", "H", "H", "H", "H", "H", "H", "H", "H", "H", "H", "H", "Se", "N", "C", "C", "C", "C", "N", "C", "N", "H", "H", "H", "C", "N", "C", "N", "O", "H", "H", "H", "H", "H", "H", "N", "C", "N", "C", "C", "C", "C", "C", "C", "S", "H", "H", "H", "H", "H", "H"],
  "coordinates": [[-0.782, 0.548, 0.021], [-4.026, -0.900, -1.427], [-2.613, -0.886, -1.236], [-1.941, 0.368, -1.691], [-2.170, -1.070, 0.176], [-1.828, -2.156, -2.170], [-2.584, -2.928, -3.034], [-1.950, -3.888, -3.805], [-0.578, -4.064, -3.687], [0.168, -3.288, -2.813], [-0.446, -2.301, -2.047], [0.524, -1.294, -0.847], [2.079, -0.939, -1.722], [2.133, -0.790, -3.106], [3.340, -0.513, -3.729], [4.495, -0.363, -2.976], [4.439, -0.459, -1.592], [3.237, -0.736, -0.965], [0.981, -2.634, 0.328], [0.102, -2.937, 1.369], [0.392, -3.950, 2.267], [1.562, -4.681, 2.138], [2.431, -4.403, 1.094], [2.144, -3.391, 0.191], [-3.652, -2.764, -3.085], [-2.520, -4.497, -4.493], [-0.081, -4.813, -4.289], [1.235, -3.447, -2.723], [1.234, -0.897, -3.701], [3.379, -0.422, -4.806], [5.438, -0.166, -3.468], [5.333, -0.320, -0.999], [3.190, -0.800, 0.113], [-0.819, -2.387, 1.461], [-0.296, -4.174, 3.071], [1.792, -5.472, 2.838], [3.343, -4.973, 0.977], [2.835, -3.203, -0.617], [0.731, 4.391, 2.862], [0.106, 5.396, 1.553], [-0.118, 4.670, 0.460], [-0.577, 5.157, -0.774], [-0.712, 4.252, -1.823], [-0.451, 2.913, -1.638], [-0.053, 2.388, -0.440], [0.144, 3.259, 0.561], [0.615, 2.906, 1.759], [-0.793, 6.211, -0.875], [-1.030, 4.597, -2.797], [-0.558, 2.205, -2.448], [-5.889, 2.095, 1.564], [-4.467, 1.829, 1.693], [-3.575, 1.905, 0.696], [-4.006, 2.368, -0.493], [-2.363, 1.652, 0.953], [-6.377, 1.827, 2.496], [-6.323, 1.484, 0.770], [-6.084, 3.149, 1.358], [-4.095, 1.581, 2.593], [-4.986, 2.316, -0.715], [-3.380, 2.227, -1.267], [-1.668, -0.383, 3.022], [-0.505, 0.281, 2.920], [0.109, 0.604, 1.796], [1.237, 1.525, 2.044], [2.418, 1.383, 1.162], [3.681, 1.540, 1.653], [3.959, 1.689, 3.024], [2.915, 1.569, 3.925], [1.618, 1.440, 3.472], [0.255, 0.826, 4.388], [-2.180, -0.630, 2.194], [-1.935, -0.778, 3.906], [2.223, 1.281, 0.103], [4.514, 1.515, 0.959], [4.974, 1.811, 3.372], [3.107, 1.537, 4.991]]
}


# 3
{
  "formula": "C32H29CrN7OS3",
  "method": "the ωB97M-V functional and the def2-TZVPD basis",
  "e_homo_ev": [-4.175, -4.355],
  "fmax_ev_per_a": 5.62,
  "orbital_gap_ev": [6.05, 6.08],
  "spin_multiplicity": 4,
  "s2": 3.81,
  "total_charge": -1,
  "relative_energy_kcal_mol": 46.8,
  "elements": ["Cr", "C", "C", "N", "N", "C", "N", "S", "C", "C", "C", "C", "C", "N", "H", "H", "H", "H", "H", "H", "H", "H", "H", "S", "C", "C", "C", "C", "C", "C", "S", "H", "H", "H", "H", "C", "N", "N", "C", "O", "C", "C", "C", "C", "C", "C", "C", "C", "C", "H", "H", "H", "H", "H", "H", "H", "H", "H", "H", "H", "H", "N", "C", "C", "C", "C", "C", "C", "C", "H", "H", "H", "H"],
  "coordinates": [[1.128, 0.082, 0.513], [-0.245, -4.031, 0.944], [0.497, -2.747, 0.932], [0.016, -1.770, 0.206], [-1.257, -1.779, -0.208], [-1.586, -1.973, -1.450], [-3.007, -1.868, -1.568], [-0.575, -2.370, -2.782], [1.743, -2.575, 1.585], [2.456, -3.504, 2.304], [3.746, -3.245, 2.792], [4.417, -2.047, 2.404], [3.586, -1.069, 1.816], [2.306, -1.344, 1.507], [-0.714, -4.055, 0.027], [-1.059, -4.037, 1.656], [0.419, -4.886, 0.968], [-3.436, -2.049, -0.665], [-3.264, -2.530, -2.290], [1.876, -4.385, 2.553], [4.307, -4.043, 3.330], [5.441, -1.819, 2.662], [3.936, -0.025, 1.635], [2.483, -0.533, -1.445], [3.849, 0.456, -1.118], [4.967, 0.170, -1.829], [6.186, 0.789, -1.603], [6.313, 1.706, -0.558], [5.126, 2.034, 0.123], [3.839, 1.494, -0.203], [2.432, 2.016, 0.708], [4.907, -0.541, -2.644], [7.158, 0.429, -1.930], [7.280, 2.266, -0.338], [5.046, 2.874, 0.837], [-2.758, 0.232, -4.084], [-2.215, 1.442, -3.394], [-2.235, 1.301, -1.977], [-0.874, 1.291, -1.506], [-0.531, 1.135, -0.337], [-0.045, 1.510, -2.676], [-0.838, 1.468, -3.721], [-0.521, 1.518, -5.193], [-3.344, 1.678, -1.146], [-4.507, 2.167, -1.816], [-5.592, 2.619, -1.073], [-5.566, 2.646, 0.296], [-4.501, 1.957, 0.883], [-3.348, 1.503, 0.207], [-2.113, -0.594, -4.049], [-2.885, 0.567, -5.125], [-3.765, 0.064, -3.683], [0.981, 1.589, -2.661], [-1.335, 2.070, -5.680], [-0.618, 0.490, -5.635], [0.402, 1.975, -5.570], [-4.585, 2.086, -2.867], [-6.466, 2.989, -1.528], [-6.392, 3.108, 0.825], [-4.528, 1.707, 2.016], [-2.556, 0.916, 0.633], [-2.351, 0.973, 7.170], [-1.839, 0.653, 6.188], [-1.201, 0.456, 4.912], [-1.835, -0.088, 3.818], [-1.166, -0.171, 2.607], [0.148, 0.268, 2.401], [0.790, 0.934, 3.574], [0.084, 0.893, 4.723], [-2.893, -0.389, 3.798], [-1.731, -0.640, 1.825], [1.810, 1.188, 3.471], [0.605, 1.396, 5.503]]
}


# 4
{
  "formula": "C32H29N3O6SScSe",
  "method": "the ωB97M-V functional and the def2-TZVPD basis",
  "e_homo_ev": -5.973,
  "fmax_ev_per_a": 0.30,
  "orbital_gap_ev": 7.75,
  "total_charge": -1,
  "relative_energy_kcal_mol": 4.9,
  "elements": ["Sc", "C", "C", "C", "C", "C", "C", "C", "C", "C", "C", "H", "H", "H", "H", "H", "H", "H", "H", "H", "H", "H", "H", "H", "H", "O", "S", "O", "N", "C", "C", "C", "C", "C", "C", "C", "C", "N", "C", "C", "C", "C", "C", "C", "C", "H", "H", "H", "H", "H", "H", "H", "H", "H", "H", "H", "N", "C", "C", "C", "C", "C", "C", "C", "H", "H", "H", "H", "O", "Se", "O", "O", "O"],
  "coordinates": [[0.503, 0.953, -1.026], [-0.828, -0.235, 3.568], [0.109, -1.330, 4.085], [-0.694, -2.560, 4.495], [1.198, -1.620, 3.068], [1.259, -2.791, 2.327], [2.254, -2.984, 1.375], [3.222, -2.021, 1.136], [4.308, -2.229, 0.117], [3.162, -0.844, 1.879], [2.170, -0.649, 2.823], [-1.569, 0.029, 4.328], [-1.351, -0.574, 2.672], [-0.277, 0.667, 3.300], [0.608, -0.944, 4.982], [-1.281, -2.942, 3.656], [-1.394, -2.302, 5.293], [-0.049, -3.365, 4.852], [0.516, -3.567, 2.470], [2.264, -3.903, 0.796], [5.194, -2.676, 0.578], [4.605, -1.280, -0.330], [3.975, -2.895, -0.680], [3.890, -0.062, 1.689], [2.138, 0.285, 3.374], [-2.888, -1.184, -0.281], [-1.550, -1.101, -0.798], [-0.447, -0.829, 0.130], [-1.318, 0.045, -1.865], [-2.302, 0.739, -2.548], [-3.486, 0.262, -3.050], [-4.359, 1.124, -3.750], [-4.060, 2.439, -3.959], [-2.850, 2.968, -3.446], [-2.444, 4.314, -3.590], [-1.263, 4.731, -3.046], [-0.472, 3.808, -2.336], [-0.821, 2.555, -2.178], [-1.986, 2.119, -2.734], [-1.169, -2.655, -1.554], [0.155, -2.943, -1.867], [0.440, -4.150, -2.485], [-0.578, -5.050, -2.775], [-1.893, -4.750, -2.447], [-2.195, -3.544, -1.832], [-3.753, -0.776, -2.906], [-5.286, 0.717, -4.135], [-4.732, 3.088, -4.506], [-3.080, 5.002, -4.135], [-0.925, 5.753, -3.144], [0.473, 4.101, -1.892], [0.944, -2.237, -1.631], [1.466, -4.385, -2.740], [-0.344, -5.992, -3.256], [-2.684, -5.456, -2.666], [-3.210, -3.294, -1.552], [0.806, 5.417, 5.190], [0.759, 4.750, 4.254], [0.699, 3.919, 3.081], [1.875, 3.469, 2.479], [1.802, 2.673, 1.346], [0.580, 2.287, 0.774], [-0.576, 2.769, 1.405], [-0.536, 3.570, 2.536], [2.831, 3.748, 2.905], [2.733, 2.340, 0.894], [-1.556, 2.505, 1.013], [-1.445, 3.921, 3.008], [3.298, -0.076, -3.637], [3.058, 0.600, -2.203], [4.361, 1.060, -1.383], [2.078, -0.384, -1.231], [1.921, 1.850, -2.288]]
}


# 5
{
  "formula": "C32H30BrN7O2Ti",
  "method": "the ωB97M-V functional and the def2-TZVPD basis",
  "e_homo_ev": [-10.458, -10.572],
  "fmax_ev_per_a": 0.77,
  "orbital_gap_ev": [7.04, 6.08],
  "spin_multiplicity": 2,
  "s2": 0.79,
  "total_charge": 1,
  "relative_energy_kcal_mol": 27.9,
  "elements": ["Ti", "C", "C", "C", "C", "C", "C", "N", "N", "C", "C", "C", "C", "C", "C", "H", "H", "H", "H", "H", "H", "H", "H", "H", "Br", "C", "C", "C", "C", "C", "C", "N", "N", "C", "C", "C", "C", "O", "C", "N", "C", "C", "C", "C", "H", "H", "H", "H", "H", "H", "H", "H", "H", "C", "N", "C", "C", "O", "N", "C", "C", "H", "H", "H", "H", "H", "H", "H", "H", "H", "H", "H", "H"],
  "coordinates": [[-1.303, -0.278, 1.101], [-5.226, 3.206, -0.860], [-3.914, 3.617, -0.658], [-3.092, 2.903, 0.193], [-3.585, 1.766, 0.841], [-4.908, 1.356, 0.649], [-5.718, 2.081, -0.203], [-2.692, 1.090, 1.674], [-3.081, -0.066, 2.174], [-2.186, -0.546, 3.203], [-2.759, -1.313, 4.225], [-1.939, -1.744, 5.244], [-0.571, -1.440, 5.227], [-0.015, -0.738, 4.174], [-0.804, -0.280, 3.113], [-5.870, 3.765, -1.524], [-3.537, 4.498, -1.160], [-2.072, 3.215, 0.378], [-5.273, 0.478, 1.161], [-6.742, 1.771, -0.360], [-3.825, -1.499, 4.226], [-2.355, -2.303, 6.071], [0.054, -1.775, 6.045], [1.053, -0.545, 4.176], [5.528, -1.399, -2.819], [4.221, -0.182, -3.449], [4.455, 1.181, -3.348], [3.509, 2.063, -3.842], [2.318, 1.586, -4.378], [2.101, 0.217, -4.490], [3.062, -0.670, -4.029], [1.427, 2.567, -4.936], [0.227, 2.620, -4.635], [-0.324, 1.763, -3.620], [-1.350, 0.912, -3.927], [-1.953, 0.093, -2.953], [-1.547, 0.158, -1.643], [-2.071, -0.544, -0.641], [-0.530, 1.092, -1.305], [-0.225, 1.183, 0.024], [0.650, 2.078, 0.434], [1.302, 2.939, -0.459], [1.029, 2.852, -1.799], [0.087, 1.911, -2.268], [5.379, 1.546, -2.922], [3.692, 3.130, -3.831], [1.204, -0.161, -4.957], [2.912, -1.736, -4.132], [-1.691, 0.853, -4.954], [-2.751, -0.584, -3.226], [0.834, 2.122, 1.500], [2.004, 3.665, -0.076], [1.513, 3.521, -2.498], [2.098, -4.299, 2.095], [0.985, -3.367, 1.954], [-0.292, -3.855, 2.462], [1.054, -2.253, 1.214], [-0.003, -1.761, 0.699], [2.248, -1.685, 0.947], [3.337, -1.623, 1.911], [2.410, -0.851, -0.237], [2.638, -4.169, 3.034], [2.787, -4.192, 1.261], [1.691, -5.309, 2.076], [-0.616, -4.723, 1.886], [-1.050, -3.083, 2.399], [-0.174, -4.141, 3.507], [2.990, -1.921, 2.896], [4.186, -2.243, 1.621], [3.676, -0.587, 1.975], [3.330, -1.142, -0.746], [2.482, 0.206, 0.028], [1.572, -0.996, -0.913]]
}


# 6
{
  "formula": "C32H30F12N2O7PtS",
  "method": "the ωB97M-V functional and the def2-TZVPD basis",
  "e_homo_ev": [-8.004, -8.718],
  "fmax_ev_per_a": 0.56,
  "orbital_gap_ev": [8.35, 7.03],
  "spin_multiplicity": 5,
  "s2": 6.05,
  "relative_energy_kcal_mol": 0.0,
  "elements": ["Pt", "C", "C", "C", "C", "C", "N", "C", "C", "C", "C", "C", "C", "C", "C", "O", "C", "F", "F", "F", "C", "F", "F", "F", "C", "C", "C", "O", "C", "F", "F", "F", "C", "F", "F", "F", "H", "H", "H", "H", "H", "H", "H", "H", "H", "H", "H", "H", "N", "C", "C", "O", "O", "H", "H", "H", "H", "H", "C", "C", "O", "O", "H", "H", "H", "C", "C", "C", "C", "C", "C", "C", "S", "C", "O", "H", "H", "H", "H", "H", "H", "H", "H", "H", "H"],
  "coordinates": [[-1.077, 0.454, -0.080], [4.035, -3.954, 1.469], [3.309, -2.685, 1.124], [3.749, -1.852, 0.103], [3.050, -0.707, -0.211], [1.869, -0.375, 0.469], [1.127, 0.680, -0.007], [1.742, 1.846, -0.437], [2.754, 2.384, 0.365], [3.284, 3.629, 0.089], [2.832, 4.360, -1.004], [3.381, 5.727, -1.309], [1.852, 3.797, -1.819], [1.289, 2.557, -1.561], [0.305, 1.907, -2.543], [-0.331, 0.794, -2.083], [1.152, 1.399, -3.753], [0.374, 0.824, -4.678], [2.031, 0.486, -3.328], [1.856, 2.365, -4.368], [-0.757, 2.935, -3.045], [-1.741, 2.333, -3.702], [-0.245, 3.864, -3.881], [-1.296, 3.604, -2.012], [1.420, -1.195, 1.535], [2.166, -2.321, 1.838], [0.306, -0.674, 2.459], [-0.452, 0.309, 1.903], [-0.676, -1.760, 2.995], [-0.098, -2.899, 3.425], [-1.389, -1.282, 4.022], [-1.536, -2.093, 2.035], [1.032, -0.014, 3.677], [0.222, 0.730, 4.422], [2.017, 0.795, 3.244], [1.601, -0.935, 4.478], [5.020, -3.987, 1.006], [3.474, -4.825, 1.123], [4.158, -4.056, 2.548], [4.635, -2.112, -0.463], [3.349, -0.092, -1.049], [3.068, 1.831, 1.240], [4.051, 4.039, 0.735], [4.326, 5.897, -0.796], [2.684, 6.506, -0.990], [3.544, 5.855, -2.379], [1.539, 4.345, -2.697], [1.880, -2.934, 2.679], [-1.318, 5.742, 1.266], [-2.373, 4.750, 1.435], [-1.841, 3.341, 1.274], [-2.492, 2.359, 1.500], [-0.592, 3.262, 0.809], [-1.628, 6.538, 0.728], [-0.295, 4.185, 0.652], [-0.961, 6.077, 2.150], [-3.121, 4.865, 0.649], [-2.898, 4.799, 2.391], [-5.142, 0.631, -0.805], [-3.670, 0.469, -0.590], [-2.853, 1.274, -1.130], [-3.226, -0.458, 0.137], [-5.343, 1.320, -1.621], [-5.575, 1.021, 0.117], [-5.598, -0.338, -1.001], [-2.262, -7.074, 1.251], [-1.881, -5.770, 0.604], [-2.837, -4.785, 0.362], [-2.490, -3.578, -0.220], [-1.167, -3.364, -0.576], [-0.191, -4.321, -0.345], [-0.561, -5.521, 0.243], [-0.624, -1.829, -1.282], [-1.740, -1.693, -2.660], [0.749, -2.033, -1.769], [-3.319, -7.091, 1.513], [-1.685, -7.239, 2.162], [-2.066, -7.913, 0.582], [-3.865, -4.958, 0.654], [-3.231, -2.799, -0.341], [0.832, -4.117, -0.632], [0.193, -6.279, 0.425], [-1.604, -2.580, -3.276], [-1.460, -0.776, -3.175], [-2.753, -1.619, -2.270]]
}